Here is 15 unconnected molecules or ions with the total composition C78H192Br6N12 at a distorted geometry from OMol25. Energies are from the ωB97M-V functional and the def2-TZVPD basis.

Calculated values
* electronic energy: -522130.3256 eV
* max |F|: 3.94 eV/Å
* highest occupied orbital energy: -8.28 eV
* relative energy (zero: lowest compared OMol25 entry of this formula, charge and spin): 44.1 kJ/mol
* Kohn-Sham gap: 8.800 eV

Geometry (Å):
Br -3.1473 -3.1997 3.6136
C -2.5138 -4.7124 2.6176
C -1.6960 -4.1878 1.4195
Br -0.9436 -5.7574 0.5771
H -3.3780 -5.3218 2.3298
H -1.9141 -5.2732 3.3643
H -0.8474 -3.6148 1.6974
H -2.2005 -3.7013 0.6639
Br 4.4162 -1.3284 -1.8820
C 4.5594 -0.0960 -0.3923
C 5.6353 0.9681 -0.7368
Br 5.6685 2.2311 0.7558
H 4.7465 -0.7362 0.4563
H 3.5935 0.3718 -0.2283
H 5.4466 1.5636 -1.6491
H 6.7091 0.6419 -0.8034
Br -0.1528 4.9804 -5.5285
C 0.3896 4.0592 -3.8295
C 1.1602 2.7958 -4.1955
Br 1.7197 1.8128 -2.6344
H -0.6003 3.9202 -3.3307
H 0.9913 4.7662 -3.2937
H 2.0618 3.1837 -4.6751
H 0.6863 2.0661 -4.8286
C -1.6574 7.0413 2.9739
C -1.8471 5.6297 3.3992
N -0.5780 4.9134 3.6926
C -0.7450 3.4323 3.5121
C -1.5387 2.7442 4.6284
C -0.1169 5.2620 5.0328
C 1.2409 4.6050 5.4076
H -1.0052 7.2219 2.1566
H -1.3017 7.6458 3.8204
H -2.6046 7.4820 2.6992
H -2.5041 5.6294 4.2897
H -2.2927 5.0392 2.6750
H -1.1923 3.4024 2.4980
H 0.2772 3.0493 3.5154
H -1.0354 2.8244 5.5983
H -2.5107 3.1767 4.8337
H -1.7264 1.7323 4.4086
H -0.7720 4.9733 5.8642
H -0.0561 6.3173 5.0916
H 1.5648 5.0226 6.4039
H 1.9892 4.7689 4.6222
H 1.0214 3.5485 5.6412
C 0.6731 -2.8868 -1.1355
C 1.1521 -1.6544 -0.3932
N 0.2763 -1.2703 0.7255
C -0.9676 -0.6084 0.2150
C -2.0128 -0.3418 1.3182
C 0.9962 -0.4389 1.7399
C 1.0604 1.0481 1.4555
H 1.3923 -3.1334 -1.9089
H -0.2793 -2.6422 -1.5596
H 0.6922 -3.8184 -0.4607
H 2.1661 -1.7913 0.0503
H 1.2448 -0.8988 -1.1816
H -0.7653 0.2931 -0.3845
H -1.4845 -1.2916 -0.4861
H -1.6465 0.3200 2.1601
H -2.8722 0.0733 0.8306
H -2.2918 -1.3196 1.7826
H 1.9763 -0.8641 1.8920
H 0.5229 -0.5408 2.6764
H 1.5589 1.2533 0.4613
H 1.8353 1.5385 2.1047
H 0.1231 1.6168 1.4944
C 6.3339 -2.1670 6.3944
C 5.4068 -0.9684 6.4720
N 5.6874 0.0699 5.4670
C 4.4830 0.8403 5.1466
C 3.4557 0.1859 4.1944
C 6.8213 0.8563 5.8393
C 7.5070 1.4639 4.6135
H 7.2469 -1.9387 6.9385
H 6.6288 -2.3995 5.3596
H 5.9269 -3.0427 6.8352
H 4.3691 -1.2318 6.3496
H 5.4802 -0.5368 7.4977
H 3.9030 1.0101 6.0535
H 4.7444 1.8358 4.7290
H 2.4496 0.6336 4.2385
H 3.8642 0.2382 3.2332
H 3.3594 -0.8717 4.4654
H 7.4940 0.2928 6.4329
H 6.4869 1.6689 6.5034
H 8.5066 1.8930 4.7821
H 6.8816 2.2009 4.0306
H 7.6478 0.7411 3.8761
C -3.9973 -4.4323 -6.8158
C -2.6946 -5.2060 -6.4553
N -2.9367 -6.1091 -5.3155
C -1.6781 -6.7815 -5.0496
C -1.7109 -7.7643 -3.9383
C -3.4752 -5.5256 -4.1227
C -2.7576 -4.3002 -3.7078
H -3.9190 -3.7246 -7.6708
H -4.1965 -3.7751 -5.9791
H -4.8527 -5.1049 -6.9276
H -2.3479 -5.8454 -7.2627
H -1.8400 -4.4501 -6.2734
H -0.8166 -6.1334 -4.8700
H -1.4882 -7.3740 -6.0126
H -2.6110 -8.4376 -3.9257
H -1.5667 -7.3503 -2.9525
H -0.8543 -8.4354 -4.0162
H -4.5040 -5.3151 -4.3731
H -3.5505 -6.1893 -3.2894
H -3.0076 -3.4637 -4.3728
H -2.9802 -3.9937 -2.6812
H -1.6702 -4.5263 -3.7729
C -0.8277 -1.1870 -3.8903
C -0.9727 -0.7404 -5.3534
N -1.3962 0.7068 -5.5171
C -1.3013 1.1511 -6.9351
C 0.1008 1.3631 -7.4557
C -2.6800 0.8988 -4.9894
C -3.1270 2.3583 -4.7825
H -1.7442 -1.3282 -3.3684
H -0.1635 -0.5158 -3.3263
H -0.3635 -2.1500 -3.9360
H 0.0013 -0.8919 -5.8680
H -1.6058 -1.4293 -5.9555
H -1.7192 0.3576 -7.5390
H -1.8793 2.0681 -7.1019
H 0.0296 1.6439 -8.5318
H 0.5972 2.1689 -6.9920
H 0.6676 0.4727 -7.3503
H -2.6897 0.3993 -4.0567
H -3.4680 0.3204 -5.5880
H -2.2973 2.9829 -4.3884
H -4.0323 2.4155 -4.1780
H -3.4433 2.8167 -5.7392
C -2.1811 2.9110 -0.6608
C -2.0906 4.4478 -0.6673
N -2.5146 4.9955 -1.9086
C -1.9895 6.3578 -2.2933
C -2.4758 7.5998 -1.4460
C -3.9476 4.9449 -1.9745
C -4.4489 5.3304 -3.3936
H -1.4864 2.5034 -1.4007
H -3.1527 2.4804 -0.8897
H -1.7858 2.3770 0.2510
H -2.5357 4.8584 0.2916
H -1.0217 4.7811 -0.5066
H -0.9384 6.3015 -2.1837
H -2.1942 6.5806 -3.3302
H -2.4736 7.4314 -0.3635
H -1.8542 8.5211 -1.5835
H -3.5180 7.9298 -1.6415
H -4.4240 5.5305 -1.1848
H -4.1679 3.9249 -1.7027
H -4.5656 6.3907 -3.5307
H -5.4567 4.8868 -3.5569
H -3.8405 4.9919 -4.2302
C 5.3289 6.8521 0.2243
C 4.1344 7.6144 -0.3755
N 2.9883 6.7191 -0.7469
C 1.9703 7.3643 -1.5680
C 2.4008 7.5986 -3.0295
C 2.4249 6.1204 0.4362
C 1.7429 4.7894 0.2303
H 5.5777 5.9886 -0.4218
H 5.0828 6.4897 1.2125
H 6.1446 7.5650 0.3839
H 3.7594 8.4309 0.3104
H 4.4263 8.2114 -1.2762
H 1.1995 6.5777 -1.5716
H 1.4607 8.3315 -1.2673
H 3.2193 8.3188 -3.0830
H 2.6796 6.7214 -3.6273
H 1.5782 8.0767 -3.6048
H 1.6226 6.7075 0.8653
H 3.2424 5.9620 1.1536
H 0.9029 4.7978 -0.4797
H 1.2047 4.4904 1.1140
H 2.3896 3.9706 -0.1481
C 7.1956 -1.9522 2.0252
C 5.9087 -2.5504 2.5370
N 5.0032 -3.2233 1.5718
C 5.5768 -4.2924 0.7221
C 6.0970 -5.5472 1.3521
C 3.8375 -3.7261 2.3951
C 2.7693 -4.3378 1.5524
H 6.9584 -1.4181 1.1055
H 7.8737 -2.7759 1.7671
H 7.7326 -1.2476 2.6349
H 6.2016 -3.2545 3.3225
H 5.3419 -1.7398 2.9981
H 6.4751 -3.8763 0.2651
H 4.9696 -4.5001 -0.0888
H 6.9919 -5.4299 2.0587
H 6.3754 -6.2898 0.5504
H 5.2645 -6.0309 1.9836
H 4.1149 -4.4662 3.1816
H 3.4351 -2.8517 2.8982
H 2.7151 -3.9154 0.5808
H 2.9512 -5.4101 1.3775
H 1.8222 -4.3721 2.0538
C 0.4910 -3.4214 4.2279
C 1.3667 -2.5605 5.1785
N 1.1445 -2.7312 6.6458
C 1.6464 -3.9898 7.1030
C 3.1299 -4.0096 6.9040
C -0.2280 -2.4793 7.0676
C -0.7906 -1.1096 6.7036
H -0.4756 -3.0859 4.4183
H 0.5778 -4.5371 4.3859
H 0.7788 -3.1443 3.1955
H 2.4367 -2.7983 4.9939
H 1.1574 -1.5687 4.8138
H 1.4394 -4.0384 8.2193
H 1.1714 -4.9192 6.7123
H 3.3303 -4.1781 5.8482
H 3.5936 -3.0763 7.2337
H 3.5361 -4.9008 7.4447
H -0.1329 -2.6593 8.1523
H -1.0339 -3.2494 6.6071
H -0.1402 -0.3311 7.0059
H -1.7691 -0.9800 7.1589
H -0.9575 -1.0507 5.6261
C -3.9752 0.4341 -1.9992
C -4.3487 -0.9938 -2.3276
N -5.7407 -1.2906 -1.9224
C -5.9612 -1.4089 -0.4984
C -5.2298 -2.5681 0.2197
C -6.1484 -2.4628 -2.6035
C -7.5969 -2.9763 -2.3936
H -4.2055 0.5916 -0.9357
H -4.4467 1.1415 -2.6736
H -2.8723 0.5181 -1.9345
H -4.2973 -1.1180 -3.3752
H -3.6675 -1.6490 -1.8652
H -5.7216 -0.3816 -0.0778
H -7.0422 -1.5623 -0.3034
H -4.1438 -2.4063 0.4923
H -5.7266 -2.7746 1.2324
H -5.2667 -3.4520 -0.3783
H -5.5490 -3.4379 -2.4980
H -6.0581 -2.3810 -3.7036
H -8.3590 -2.3451 -2.8067
H -7.8445 -3.1565 -1.3888
H -7.7222 -3.9357 -2.8122
C 1.7794 -7.3586 -2.1840
C 2.4040 -5.9871 -2.3431
N 3.3496 -5.9478 -3.4324
C 3.6614 -4.5632 -3.7067
C 2.7956 -3.9507 -4.8287
C 4.5495 -6.7570 -3.1685
C 5.3408 -6.9628 -4.4434
H 0.9879 -7.3552 -1.4376
H 2.4311 -8.1597 -1.8743
H 1.3978 -7.6280 -3.1957
H 1.5522 -5.2300 -2.4924
H 2.8113 -5.6455 -1.3556
H 3.6717 -3.9969 -2.7692
H 4.7214 -4.5298 -3.9872
H 2.4606 -4.6886 -5.5641
H 1.8603 -3.5078 -4.4124
H 3.2377 -3.1103 -5.3124
H 4.2835 -7.7301 -2.7409
H 5.1289 -6.2183 -2.4122
H 6.0827 -7.7226 -4.3781
H 5.8436 -6.0241 -4.8916
H 4.5524 -7.2086 -5.1216
C -6.9147 5.7486 0.6294
C -7.2693 4.5977 1.5502
N -6.5164 3.3656 1.3297
C -6.5496 2.9456 -0.0379
C -7.9251 2.5626 -0.6018
C -5.1246 3.3636 1.7920
C -4.6049 1.9608 1.9796
H -7.1584 5.6488 -0.4194
H -5.8215 5.9890 0.6576
H -7.4842 6.6694 0.9979
H -7.0488 4.9669 2.5344
H -8.3653 4.4912 1.5225
H -5.8879 2.1412 -0.1438
H -6.1276 3.7422 -0.6856
H -8.1669 1.5838 -0.1103
H -7.8437 2.3810 -1.6917
H -8.7092 3.3599 -0.4176
H -4.4859 3.9569 1.1128
H -5.2071 3.9156 2.6827
H -4.5295 1.3899 1.0203
H -3.5976 1.9496 2.3614
H -5.2058 1.4664 2.7540

Forces on atoms 1 to 2 (eV/Å):
Br -0.6 0.5 0.4
C 0.6 -0.1 -0.2

Atomic partial charges in e from the Mulliken method, atoms 1 to 2: -0.1896, -0.4590